A structure of composition C19H30AlBrCaCl2F3N3NaO17PS, computed with ωB97M-V/def2-TZVPD.

The relative energy (zero: lowest compared OMol25 entry of this formula, charge and spin) comes out at 141.9 kcal/mol. The HOMO energy is -9.86 eV. As for the total charge: +2. The calculation puts the LUMO energy at -7.84 eV.

Geometry (Å):
O  0.656667  2.012454  -1.496166
S  1.845772  1.718658  -2.438542
O  2.296157  3.116532  -3.015878
F  1.403413  0.793982  -3.854699
C  3.299466  0.851844  -1.641571
C  4.307467  2.006617  -0.968835
O  5.597326  1.458240  -0.527958
C  5.453919  0.267608  0.317442
P  5.306519  0.667289  2.211552
O  3.707614  1.218074  2.625152
Cl  5.465169  -1.268984  3.141779
C  4.276099  -0.780144  -0.127379
N  2.959258  -0.079480  -0.503327
C  1.883691  -1.114532  -0.821662
C  0.449875  -0.905965  -0.039065
C  -0.728878  -2.022901  -0.301843
C  -0.324820  -3.275703  -1.331835
C  1.173014  -3.240046  -1.990810
N  2.259851  -2.224563  -1.761991
H  3.888077  0.284506  -2.511882
H  3.720764  2.504690  -0.070110
H  4.555301  2.870173  -1.737840
H  6.483548  -0.330768  0.223712
H  3.130131  0.414040  2.870448
H  4.688438  -1.368835  -1.077170
H  4.000084  -1.596741  0.666909
H  2.653016  0.516633  0.312424
H  0.243933  -0.022855  0.704013
H  -1.797104  -2.020988  0.197838
H  -1.101096  -4.127777  -1.539546
H  1.448379  -4.158964  -2.703097
O  -3.032374  2.387381  -6.434877
C  -2.360984  2.216714  -5.423831
N  -1.012978  2.043306  -5.499796
C  -2.951004  2.184298  -4.043590
H  -0.418596  1.899594  -4.696289
H  -0.592035  2.061208  -6.419757
H  -3.681266  1.372534  -3.986704
H  -3.446084  3.138743  -3.844791
H  -2.186334  2.021109  -3.279009
C  0.489351  -2.722617  8.195319
O  1.839706  -2.297391  8.368043
C  2.499521  -2.049178  7.208572
O  2.038452  -2.159691  6.083264
O  3.761054  -1.656652  7.518020
C  4.577254  -1.359553  6.386796
H  0.058956  -2.892200  9.186151
H  -0.098273  -1.947546  7.692811
H  0.449311  -3.663527  7.637053
H  4.153062  -0.529853  5.811967
H  4.700697  -2.245964  5.756226
H  5.562808  -1.056850  6.751278
C  -6.822936  3.307320  -2.068304
C  -6.516618  3.453173  -0.616893
O  -6.322466  2.125195  -0.186007
C  -5.855212  1.461987  -1.280769
O  -5.314910  0.369157  -1.239973
O  -6.058899  2.174649  -2.430593
F  -7.574442  3.966922  0.049989
H  -7.882438  3.106689  -2.259596
H  -6.521982  4.184698  -2.647119
H  -5.619182  4.044030  -0.404728
O  -2.967169  7.376484  -7.742318
Cl  -2.802507  5.936033  -7.728441
O  -1.534655  5.588398  -8.340328
O  -3.883333  5.318642  -8.472311
O  -2.824749  5.460012  -6.359016
F  -7.446367  2.329157  -3.943382
Ca  -8.291805  3.870521  -4.528776
Br  0.237341  -5.236963  -2.234942
O  -0.590041  -4.993135  6.398285
C  -0.411879  -6.311790  6.234634
C  0.398908  -6.573342  4.879019
O  0.568456  -7.892608  4.710100
H  -1.320413  -6.935005  6.163109
H  0.150061  -6.842848  7.023144
H  1.312086  -5.957123  4.956301
H  -0.156336  -6.034757  4.091100
Na  -5.157920  1.544551  -5.418515
Al  5.658109  4.253992  -2.380590

Force components x, y, z for each atom (eV/Å):
4.42 -2.50 -3.25
-4.18 6.36 -0.50
-0.17 -5.92 1.71
1.11 1.58 3.27
2.68 0.30 -0.87
-0.60 0.05 0.82
-2.54 -0.39 -0.29
-0.56 -2.62 0.22
0.11 1.08 1.51
0.59 -3.25 -0.96
-0.50 1.43 -1.41
1.90 -1.25 -1.02
0.03 -0.29 -0.38
-5.10 -2.24 0.42
0.77 -3.25 -2.12
4.24 -0.45 -1.91
0.54 6.42 2.39
1.48 5.77 0.89
-4.57 1.15 2.89
-1.57 0.97 1.93
1.13 -0.88 -1.69
-1.21 -2.53 1.53
-2.23 1.40 0.27
0.95 1.65 -0.32
-1.47 1.21 1.90
0.69 1.81 -1.31
0.09 -0.78 -0.81
0.67 -1.70 -1.66
2.63 0.20 -0.88
0.58 3.33 0.66
0.80 3.71 0.75
-1.04 -0.66 0.71
1.63 0.17 -0.78
-0.64 0.01 0.06
0.17 0.16 0.33
-0.30 0.08 -0.25
-0.08 0.13 0.13
0.33 -0.13 0.49
0.07 -0.02 -0.07
-0.33 -0.08 -0.01
-0.64 -0.36 -0.03
1.09 0.47 -1.10
-0.49 -0.20 0.21
0.71 0.23 1.26
-0.80 -0.23 -0.24
0.22 0.03 -0.12
0.37 0.16 -0.07
0.15 -0.19 -0.05
0.01 0.45 0.05
-0.03 -0.22 0.02
-0.17 0.17 0.05
-0.30 -0.10 0.20
0.18 0.35 -0.09
-0.34 0.52 1.31
0.39 0.02 -1.11
1.70 -3.49 0.85
-1.48 3.00 -0.47
1.25 -0.05 2.00
0.08 0.12 -0.09
0.00 0.02 1.12
0.43 0.13 0.10
-0.17 0.03 0.08
-0.06 -0.64 0.21
0.54 0.82 -1.10
-0.48 -0.06 0.42
-0.13 -0.13 0.33
-0.19 -0.29 0.64
-0.63 -2.14 -3.43
-1.24 1.99 -0.88
-1.31 -11.41 -1.23
0.80 -4.14 -1.27
-3.64 2.77 5.88
3.66 -2.98 -5.94
-0.91 4.19 1.16
-0.10 0.57 -1.00
0.88 0.62 -0.44
0.12 -0.57 1.04
-0.91 -0.64 0.42
0.27 0.08 -0.52
0.72 1.04 -0.58

A structure of composition C19H30BiCl2GeN2O5, computed with ωB97M-V/def2-TZVPD.

The relative energy (zero: lowest compared OMol25 entry of this formula, charge and spin) comes out at 4.1 kcal/mol. The HOMO energy is -10.53 eV. As for the total charge: +1. The calculation puts the LUMO energy at -2.81 eV.

Geometry (Å):
Bi  1.137017  0.265704  -0.726518
C  0.468487  -4.042788  1.865888
N  0.319153  -4.071317  0.411205
C  0.095521  -5.381114  -0.190605
C  0.300942  -2.941862  -0.285567
O  0.421828  -1.830677  0.255663
C  0.133186  -3.039743  -1.802951
O  0.121676  -1.748164  -2.373085
C  -1.095652  -1.367428  -2.985978
C  -0.954970  0.098290  -3.397707
O  0.007235  0.761515  -3.002127
N  -1.906709  0.609981  -4.182541
C  -3.044880  -0.141111  -4.689978
C  -1.798619  1.987279  -4.650150
H  1.379093  -4.571800  2.146237
H  -0.386947  -4.537309  2.326321
H  0.521436  -3.014949  2.206820
H  0.570735  -6.128996  0.439444
H  0.545392  -5.451363  -1.178021
H  -0.969310  -5.611911  -0.257123
H  -0.771397  -3.600026  -2.051232
H  0.985056  -3.584807  -2.216602
H  -1.937540  -1.478192  -2.292447
H  -1.280676  -1.989505  -3.865973
H  -3.214195  -1.049987  -4.121135
H  -2.904312  -0.399248  -5.741491
H  -3.938900  0.474762  -4.602026
H  -1.000769  2.488887  -4.114799
H  -2.743417  2.500413  -4.474192
H  -1.581508  2.002816  -5.719408
Cl  5.357051  4.561658  3.901724
C  4.353089  3.409343  3.089419
C  4.143463  2.152636  3.672617
C  3.350613  1.222490  3.053986
Cl  3.093632  -0.316390  3.799398
C  2.718372  1.475650  1.808359
O  1.957293  0.561054  1.296167
C  2.949631  2.756051  1.240281
C  2.350414  3.200915  0.017872
O  1.651627  2.557382  -0.778612
C  3.760950  3.708621  1.897902
H  4.607919  1.915279  4.620129
H  2.537385  4.252168  -0.238303
H  3.909402  4.681294  1.446418
C  -0.866394  -0.440315  2.875746
Ge  -1.352606  1.114343  1.808482
C  -3.297107  1.317041  1.819029
C  -0.556523  2.750170  2.505131
C  -0.886805  0.877676  -0.101018
H  -1.124563  -0.253572  3.918742
H  0.202390  -0.635148  2.803587
H  -1.420007  -1.315679  2.533360
H  -3.661349  1.475017  2.834567
H  -3.778380  0.421739  1.422318
H  -3.602566  2.169707  1.211716
H  -0.971373  2.955623  3.492705
H  -0.796565  3.594960  1.857740
H  0.524796  2.677499  2.604680
H  -1.066675  1.818875  -0.626472
H  -1.564068  0.126559  -0.517592

Force components x, y, z for each atom (eV/Å):
-0.06 0.04 0.01
-0.01 0.00 -0.02
-0.03 -0.03 0.00
0.03 0.01 0.00
-0.05 0.02 0.02
0.10 -0.04 -0.07
0.04 0.04 -0.02
-0.11 -0.01 0.12
0.12 -0.02 -0.06
-0.08 0.04 -0.07
0.05 -0.08 0.04
-0.01 -0.02 0.05
0.02 -0.01 -0.02
-0.01 -0.01 -0.01
0.00 0.00 0.01
0.00 0.01 0.01
0.01 0.00 0.00
0.00 -0.01 -0.01
-0.01 0.00 0.00
0.00 0.00 0.00
-0.01 0.00 0.03
-0.01 -0.01 -0.02
-0.01 0.01 0.00
0.00 -0.01 0.01
-0.01 0.01 0.00
0.00 0.00 0.00
0.00 0.00 0.00
0.00 0.00 0.00
0.01 0.01 0.01
-0.01 0.00 0.00
-0.01 -0.01 -0.01
0.01 0.00 0.01
0.02 0.02 0.02
-0.02 -0.03 0.00
0.00 0.03 -0.01
0.00 -0.04 0.00
-0.03 0.02 -0.02
0.02 0.09 0.00
-0.02 -0.04 -0.01
0.01 0.04 0.05
0.00 -0.03 0.01
0.00 0.00 0.00
0.01 0.00 0.00
0.00 0.00 0.00
0.02 0.00 0.00
0.02 -0.01 -0.06
-0.03 -0.01 -0.02
0.01 0.03 0.01
0.05 0.00 0.05
0.00 -0.02 0.01
0.00 -0.01 0.01
0.01 -0.02 0.02
0.00 0.00 0.00
-0.01 0.01 0.00
-0.01 0.00 0.00
0.00 0.01 0.00
0.02 0.01 0.00
0.01 0.00 0.00
-0.02 -0.01 -0.02
0.00 0.00 -0.02

A structure of composition C19H30Cl2N3O3Sr, computed with ωB97M-V/def2-TZVPD.

The relative energy (zero: lowest compared OMol25 entry of this formula, charge and spin) comes out at 22.1 kcal/mol. The HOMO energy (alpha / beta) is -3.88 / -0.59 eV. As for the total charge: -1. The calculation puts the LUMO energy (alpha / beta) at 1.69 / 1.70 eV.

Geometry (Å):
O  -2.889242  1.679735  -0.153294
C  -3.201628  2.774313  0.310533
C  -4.581535  3.368776  0.183043
C  -5.711909  2.549547  -0.071461
H  -5.635632  1.463281  0.032118
C  -6.922643  3.119767  -0.505489
H  -7.760691  2.491833  -0.830612
C  -7.051104  4.518424  -0.578499
H  -7.943621  4.981636  -0.999363
C  -6.031038  5.330699  -0.059598
H  -6.172089  6.414854  -0.017853
C  -4.827173  4.746313  0.351459
H  -4.053411  5.376685  0.782136
H  -2.433897  3.389395  0.833762
C  0.315224  2.069376  -2.635152
C  1.525923  1.607242  -2.016714
H  0.428089  2.836187  -3.429852
H  -0.274035  2.483794  -1.777199
H  -0.280287  1.212468  -3.022198
C  2.640868  0.933452  -1.914599
C  3.729581  1.022514  -2.991765
H  2.896892  0.294166  -1.050306
H  3.448571  1.708216  -3.805663
H  3.932890  0.047748  -3.457864
H  4.668012  1.392880  -2.560770
Sr  -0.950017  -0.234003  0.404162
Cl  -1.508669  -0.828984  -2.254372
Cl  0.006929  2.318816  1.155618
C  1.120221  -3.050190  -1.762808
O  0.944631  -2.556655  -0.642865
N  2.182144  -3.781183  -2.156997
C  3.165807  -4.346134  -1.261959
C  2.373901  -4.068901  -3.554547
H  0.373364  -2.916532  -2.568607
H  3.094176  -3.920285  -0.262027
H  4.157873  -4.153839  -1.683768
H  3.059547  -5.436990  -1.211123
H  1.679206  -3.433289  -4.108149
H  2.170829  -5.121662  -3.779326
H  3.406850  -3.854742  -3.842680
H  4.441939  -0.546920  3.680950
H  2.631990  0.242058  5.411869
C  3.997944  0.165439  2.973333
C  2.302373  0.924139  4.618770
N  2.604887  0.413143  3.301296
H  4.069243  -0.219903  1.956323
C  1.569018  0.024292  2.537338
O  1.588778  -0.616654  1.471291
H  1.214066  1.017607  4.645346
H  0.588037  0.360916  2.916638
H  4.584945  1.087367  3.066318
H  2.748570  1.903667  4.810742
C  -0.816288  -4.991548  2.723264
C  -1.113032  -3.607602  2.368071
N  -1.320713  -2.512817  2.022160
H  -1.187678  -5.658242  1.938194
H  -1.264630  -5.286727  3.681343
H  0.267644  -5.126943  2.791401

Force components x, y, z for each atom (eV/Å):
0.79 -3.20 -0.30
-2.58 3.50 0.71
2.27 -1.35 0.79
-1.25 -0.11 -0.83
0.15 0.34 -0.24
0.86 -0.01 0.16
0.32 0.11 0.25
-0.42 -0.07 -0.08
0.08 -0.17 0.15
0.88 -0.51 0.22
0.12 -0.32 0.08
-0.76 1.08 -0.13
0.10 -0.01 -0.19
-0.35 -0.04 -0.29
-1.03 0.74 0.53
0.48 -1.85 0.14
0.00 -0.19 0.36
-0.06 0.12 -0.90
0.52 0.48 0.23
0.39 0.54 -0.49
0.03 0.02 -0.11
-0.22 0.41 -0.15
-0.03 -0.17 0.33
-0.01 0.06 0.18
-0.04 -0.09 -0.07
-0.06 0.90 -0.96
0.01 -0.42 0.03
0.26 -0.19 0.31
-0.82 1.11 1.13
0.37 -1.10 -0.99
0.32 -0.28 0.27
0.20 0.08 -0.09
-0.39 -0.08 -0.08
0.17 0.31 0.21
-0.12 0.08 -0.15
0.02 0.08 0.24
-0.10 0.05 0.07
0.24 -0.19 -0.21
0.01 0.01 -0.07
-0.12 0.13 -0.06
-0.14 -0.09 -0.14
-0.02 -0.04 -0.13
-0.07 0.01 0.03
-0.33 0.14 -0.02
0.28 -0.22 0.13
-0.05 0.04 0.11
-0.68 -0.59 -1.51
0.40 0.65 1.30
0.19 0.18 0.38
0.43 0.00 0.30
-0.24 -0.03 -0.16
0.01 -0.04 -0.20
0.10 -0.30 0.08
-0.42 2.33 -0.84
0.44 -2.38 0.87
0.00 0.18 0.13
0.05 0.27 -0.30
-0.17 0.12 -0.02

A cluster of 3 separate species, C19H30ClNO4 in total, computed with ωB97M-V/def2-TZVPD.

The SMILES is CC[C@H](Cl)c1cccc2c1C(=O)NC2=O.CCOCC.CCOCC. The relative energy (zero: lowest compared OMol25 entry of this formula, charge and spin) comes out at 0.0 kcal/mol. The HOMO energy is -9.72 eV. The calculation puts the LUMO energy at -0.44 eV.

Geometry (Å):
C  4.842251  -1.868839  1.487240
C  4.524961  -2.711385  0.248761
C  3.602821  -2.014521  -0.753377
Cl  4.503053  -0.697453  -1.565676
C  2.347727  -1.490355  -0.080233
C  2.143626  -0.150511  0.238940
C  0.993863  0.273233  0.909342
C  -0.002396  -0.618799  1.273094
C  0.191879  -1.941204  0.931313
C  1.338554  -2.375946  0.277961
C  1.214119  -3.845339  0.074449
O  1.958150  -4.591935  -0.504852
N  -0.019869  -4.252469  0.657357
C  -0.705892  -3.106054  1.150402
O  -1.830323  -3.113160  1.567062
H  5.047466  -0.833424  1.212342
H  4.003515  -1.865357  2.184545
H  5.703033  -2.285346  2.007527
H  5.441273  -3.013596  -0.256062
H  3.993386  -3.610638  0.571676
H  3.293221  -2.720201  -1.521783
H  2.890336  0.578968  -0.037642
H  0.892686  1.322143  1.157629
H  -0.896345  -0.306548  1.797352
H  0.085909  -5.033032  1.292225
C  0.958771  2.128920  -4.842823
C  1.553170  0.914650  -4.149933
O  1.202638  0.799401  -2.783369
C  -0.178877  0.679523  -2.497161
C  -0.839542  -0.535888  -3.124574
H  1.246124  3.044070  -4.323225
H  1.321104  2.183616  -5.869888
H  -0.130848  2.089879  -4.878448
H  2.641082  0.984843  -4.154127
H  1.293238  -0.001350  -4.692898
H  -0.712657  1.595548  -2.777604
H  -0.234835  0.600570  -1.411842
H  -0.827168  -0.494940  -4.214473
H  -1.881327  -0.597248  -2.807380
H  -0.327765  -1.449305  -2.815887
C  -3.463540  2.229107  0.993092
C  -3.983614  1.391881  2.149305
O  -3.396971  1.709011  3.398745
C  -3.584365  3.036125  3.856531
C  -5.039279  3.428789  4.047229
H  -2.377945  2.137313  0.920487
H  -3.905836  1.888389  0.056294
H  -3.701768  3.287505  1.105198
H  -3.738042  0.342601  1.981709
H  -5.076138  1.453763  2.206429
H  -3.080158  3.747818  3.192308
H  -3.065864  3.077359  4.814548
H  -5.593495  3.422440  3.107888
H  -5.099811  4.436420  4.459767
H  -5.533285  2.740957  4.734513

Force components x, y, z for each atom (eV/Å):
-0.10 -0.05 -0.19
-0.27 0.01 0.40
-0.23 0.02 0.28
0.06 0.02 -0.22
0.17 0.04 -0.28
-0.21 -0.03 0.19
0.29 0.03 0.02
-0.17 -0.07 -0.05
0.10 -0.02 -0.12
-0.27 0.16 0.08
-0.20 -0.15 -0.10
0.11 -0.02 0.22
0.75 0.64 0.25
-0.18 -0.21 -0.19
0.15 -0.01 0.33
0.17 -0.02 0.06
-0.02 0.03 -0.01
0.04 0.09 0.03
-0.05 -0.03 -0.09
0.19 -0.09 -0.15
0.19 0.06 -0.08
-0.01 -0.01 -0.03
-0.01 0.00 -0.02
0.00 0.03 -0.01
-0.54 -0.35 -0.34
-0.06 0.02 0.07
0.04 -0.01 -0.10
0.05 0.00 0.17
-0.08 0.00 -0.03
0.07 -0.02 -0.04
0.01 0.00 -0.01
0.02 0.00 0.00
0.00 -0.03 -0.04
0.00 -0.02 0.03
-0.04 0.01 0.00
0.00 -0.02 -0.05
0.01 0.02 -0.01
-0.04 0.02 0.00
0.00 -0.01 0.03
-0.01 0.00 0.01
0.08 0.04 0.04
-0.04 -0.03 -0.07
0.06 -0.06 0.03
0.00 0.07 0.02
-0.03 -0.07 -0.04
0.00 0.00 -0.04
0.01 -0.03 0.00
-0.05 -0.01 -0.01
0.00 -0.01 0.03
0.00 0.04 0.01
-0.03 0.00 -0.03
0.02 -0.02 -0.01
0.02 0.05 -0.01
0.01 0.00 0.02
0.00 0.01 0.01